[1]
{
  "formula": "C6H8O2",
  "method": "wB97M-V/def2-TZVPD",
  "symbols": ["C", "C", "C", "C", "C", "C", "H", "H", "H", "H", "H", "H", "H", "H", "O", "O"],
  "positions_angstrom": [[-2.456, -0.829, 0.026], [-1.292, 0.130, -0.056], [-1.181, 1.476, 0.046], [1.192, 1.411, -0.045], [1.211, 0.062, -0.044], [2.288, -0.877, 0.060], [-2.379, -0.986, 1.084], [-1.615, -2.168, -0.313], [-3.516, -0.445, -0.522], [-2.008, 2.125, 0.160], [2.027, 1.986, 0.139], [3.260, -0.397, -0.533], [2.044, -1.803, -0.573], [2.530, -1.194, 1.184], [0.026, 2.067, -0.182], [-0.132, -0.559, -0.432]],
  "mulliken_charge": [-1.091, 0.626, -0.334, -0.157, 0.268, -1.003, 0.352, 0.222, 0.255, 0.411, 0.488, 0.275, 0.272, 0.219, -0.427, -0.378],
  "e_lumo_ev": 0.779,
  "homo_lumo_gap_ev": 8.19,
  "homo_ev": -7.41,
  "energy_ha": -383.69214,
  "relative_energy_kj_mol": 572.3,
  "fmax_ev_per_a": 4.786
}


[2]
{
  "formula": "C5H8O",
  "method": "wB97M-V/def2-TZVPD",
  "symbols": ["C", "C", "C", "C", "C", "O", "H", "H", "H", "H", "H", "H", "H", "H"],
  "positions_angstrom": [[0.314, 1.292, -0.701], [0.344, 0.033, 0.129], [0.444, -1.286, -0.585], [-0.972, -1.363, -0.121], [-0.460, 0.025, 1.476], [0.937, 0.182, 1.392], [-0.098, 2.133, -0.135], [1.340, 1.547, -0.988], [-0.278, 1.155, -1.611], [1.136, -1.992, -0.124], [0.656, -1.138, -1.647], [-1.569, -0.714, -0.791], [-0.768, -0.818, 2.079], [-1.028, 0.944, 1.626]],
  "mulliken_charge": [-1.257, 1.268, -0.620, -0.597, -0.658, -0.484, 0.362, 0.316, 0.314, 0.248, 0.303, 0.183, 0.353, 0.269],
  "e_lumo_ev": 0.940,
  "homo_lumo_gap_ev": 9.10,
  "homo_ev": -8.16,
  "energy_ha": -270.36155,
  "relative_energy_kj_mol": 515.5,
  "fmax_ev_per_a": 0.492
}


[3]
{
  "formula": "C21H19N9O",
  "method": "wB97M-V/def2-TZVPD",
  "symbols": ["C", "C", "C", "C", "C", "C", "C", "C", "N", "C", "N", "N", "C", "N", "C", "C", "N", "O", "C", "C", "C", "N", "N", "C", "C", "N", "C", "N", "C", "C", "C", "H", "H", "H", "H", "H", "H", "H", "H", "H", "H", "H", "H", "H", "H", "H", "H", "H", "H", "H"],
  "positions_angstrom": [[-2.037, -2.657, 0.224], [-0.788, -2.029, 0.957], [0.284, -1.433, 0.040], [1.357, -0.769, 0.599], [2.366, -0.291, -0.214], [2.326, -0.525, -1.604], [3.387, -0.056, -2.505], [3.236, -0.112, -3.877], [4.201, 0.311, -4.676], [5.308, 0.713, -4.097], [6.267, 1.176, -4.918], [5.623, 0.710, -2.810], [4.611, 0.367, -2.032], [1.318, -1.270, -2.160], [0.290, -1.666, -1.353], [-1.277, -0.887, 1.811], [-0.886, -0.679, 3.047], [-1.567, 0.498, 3.446], [-2.339, 0.890, 2.376], [-3.069, 2.172, 2.285], [-3.323, 3.133, 3.319], [-4.034, 4.153, 2.902], [-4.297, 3.889, 1.594], [-5.244, 4.761, 0.813], [-4.832, 4.909, -0.608], [-4.543, 4.967, -1.721], [-3.636, 2.706, 1.176], [-2.229, 0.042, 1.398], [-0.324, -3.228, 1.878], [1.134, -3.400, 2.339], [0.534, -4.338, 1.313], [-2.835, -2.882, 0.900], [-2.431, -1.967, -0.517], [-1.787, -3.603, -0.297], [1.460, -0.543, 1.657], [3.188, 0.217, 0.280], [2.305, -0.479, -4.293], [5.938, 1.343, -5.845], [6.779, 1.927, -4.480], [4.799, 0.515, -0.977], [-0.398, -2.338, -1.836], [-2.953, 2.984, 4.329], [-5.263, 5.751, 1.233], [-6.257, 4.347, 0.857], [-3.541, 2.326, 0.153], [-1.080, -3.551, 2.575], [1.865, -2.695, 2.036], [1.252, -3.780, 3.356], [0.859, -4.305, 0.249], [0.281, -5.327, 1.675]],
  "mulliken_charge": [-2.216, 2.784, -0.609, -0.621, -0.932, 0.741, 0.384, -0.384, -0.617, 0.494, -0.456, -0.669, -0.207, -0.590, -0.129, -0.318, -0.447, -0.287, 0.495, -0.157, -0.350, -0.919, 0.646, -0.337, 0.217, -0.357, -0.206, -0.502, -0.507, -0.653, -0.634, 0.535, 0.477, 0.401, 0.628, 0.182, 0.496, 0.258, 0.254, 0.359, 0.511, 0.519, 0.309, 0.280, 0.445, 0.634, 0.237, 0.279, 0.225, 0.311],
  "smiles": "C[C@@](c1ccc(-c2cnc(N)nc2)nc1)(c1noc(-c2cnn(CC#N)c2)n1)C1CC1",
  "e_lumo_ev": 0.296,
  "homo_lumo_gap_ev": 8.69,
  "homo_ev": -8.39,
  "energy_ha": -1379.60948,
  "relative_energy_kj_mol": 20.6,
  "fmax_ev_per_a": 2.389
}


[4]
{
  "formula": "C10H11N",
  "method": "wB97M-V/def2-TZVPD",
  "symbols": ["C", "C", "C", "C", "C", "C", "C", "C", "C", "C", "N", "H", "H", "H", "H", "H", "H", "H", "H", "H", "H", "H"],
  "positions_angstrom": [[3.437, -0.745, 0.282], [2.269, -1.432, 0.094], [3.467, 0.628, 0.152], [1.150, -0.596, -0.105], [1.204, 0.787, -0.193], [-0.021, 1.412, -0.317], [-0.518, 2.576, -0.042], [-0.242, -1.204, -0.473], [-1.279, -0.119, -0.487], [-2.309, -0.147, 0.619], [2.454, 1.364, -0.155], [4.280, -1.349, 0.509], [2.058, -2.440, 0.287], [4.373, 1.137, 0.404], [-1.608, 2.866, 0.036], [0.188, 3.335, 0.035], [-0.052, -1.810, -1.311], [-0.316, -1.905, 0.453], [-1.726, 0.080, -1.411], [-3.011, 0.654, 0.289], [-1.729, -0.086, 1.571], [-2.819, -1.125, 0.621]],
  "mulliken_charge": [-0.404, -0.745, -0.280, 0.930, 0.320, 0.106, -1.001, -0.981, -0.248, -1.328, -0.598, 0.391, 0.456, 0.427, 0.231, 0.389, 0.377, 0.320, 0.602, 0.367, 0.302, 0.366],
  "e_lumo_ev": 0.442,
  "homo_lumo_gap_ev": 8.97,
  "homo_ev": -8.53,
  "energy_ha": -442.29532,
  "relative_energy_kj_mol": 243.2,
  "fmax_ev_per_a": 6.462
}


[5]
{
  "formula": "C3H10N4S",
  "method": "wB97M-V/def2-TZVPD",
  "symbols": ["H", "N", "C", "N", "S", "N", "N", "C", "C", "H", "H", "H", "H", "H", "H", "H", "H", "H"],
  "positions_angstrom": [[1.876, -0.442, 2.504], [1.972, -0.741, 1.513], [1.135, -0.052, 0.827], [0.380, 1.060, 1.304], [0.417, 2.568, 0.506], [0.908, -0.416, -0.521], [-0.321, -0.775, -1.144], [-1.213, -1.567, -0.261], [-1.002, 0.394, -1.653], [0.494, 1.158, 2.281], [1.630, 3.100, 0.931], [1.617, -1.092, -0.815], [-0.778, -2.511, 0.057], [-2.137, -1.777, -0.779], [-1.504, -0.966, 0.682], [-0.266, 1.046, -2.237], [-1.778, 0.064, -2.342], [-1.430, 0.949, -0.853]],
  "mulliken_charge": [0.211, -0.726, 0.398, -0.243, -0.167, -0.180, -0.164, -0.851, -0.806, 0.297, 0.140, 0.283, 0.282, 0.358, 0.275, 0.252, 0.317, 0.325],
  "smiles": "[H]/N=C(\\NS)NN(C)C",
  "e_lumo_ev": 0.637,
  "homo_lumo_gap_ev": 9.62,
  "homo_ev": -8.98,
  "energy_ha": -737.43939,
  "relative_energy_kj_mol": 97.9,
  "fmax_ev_per_a": 2.045
}


[6]
{
  "formula": "C4H4O4",
  "method": "wB97M-V/def2-TZVPD",
  "symbols": ["O", "C", "O", "C", "O", "C", "C", "O", "H", "H", "H", "H"],
  "positions_angstrom": [[1.643, 1.793, 0.154], [0.883, 0.931, -0.131], [-0.472, 1.282, -0.260], [-1.154, 0.050, -0.402], [-1.997, -0.063, 0.659], [-0.117, -1.068, -0.256], [1.048, -0.559, -0.078], [2.319, -0.934, 0.181], [-1.753, -0.040, -1.280], [-2.578, 0.913, 0.846], [-0.579, -2.106, -0.284], [2.757, -0.200, 0.849]],
  "mulliken_charge": [-0.546, 0.516, -0.351, 0.378, -0.573, -0.776, 0.575, -0.580, 0.290, 0.358, 0.314, 0.396],
  "smiles": "O=C1O[C@H](O)C=C1O",
  "e_lumo_ev": 0.261,
  "homo_lumo_gap_ev": 10.63,
  "homo_ev": -10.37,
  "energy_ha": -455.72275,
  "relative_energy_kj_mol": 237.0,
  "fmax_ev_per_a": 5.875
}


[7]
{
  "formula": "C36H47ClNO9P",
  "method": "wB97M-V/def2-TZVPD",
  "symbols": ["C", "C", "C", "C", "C", "C", "C", "C", "C", "C", "C", "P", "O", "Cl", "C", "C", "C", "C", "C", "C", "C", "C", "C", "C", "C", "C", "O", "N", "C", "O", "H", "H", "H", "H", "H", "H", "H", "H", "H", "H", "H", "H", "H", "H", "H", "H", "H", "H", "H", "H", "H", "H", "H", "H", "H", "H", "H", "H", "H", "O", "C", "C", "C", "C", "O", "H", "H", "H", "H", "H", "H", "O", "C", "C", "C", "C", "O", "H", "H", "H", "H", "H", "H", "O", "C", "C", "C", "C", "O", "H", "H", "H", "H", "H", "H"],
  "positions_angstrom": [[-0.084, -3.195, 1.059], [-1.321, -2.927, 0.204], [-1.655, -1.440, -0.025], [-0.452, -0.529, -0.298], [0.175, 0.083, 0.952], [1.504, 0.820, 0.723], [1.510, 1.786, -0.461], [0.673, 3.056, -0.190], [-0.017, 3.586, -1.459], [-1.294, 2.848, -1.750], [-2.427, 2.966, -0.924], [-2.429, 4.175, 0.475], [-4.028, 4.542, 0.561], [-2.376, 2.791, 2.037], [-3.573, 2.202, -1.158], [-3.681, 1.283, -2.203], [-4.921, 0.438, -2.410], [-5.530, -0.026, -1.106], [-5.093, -1.203, -0.504], [-5.614, -1.613, 0.717], [-6.585, -0.852, 1.355], [-7.039, 0.318, 0.758], [-6.514, 0.724, -0.463], [-2.572, 1.202, -3.036], [-1.423, 1.967, -2.819], [-0.438, 1.633, -3.899], [0.714, 1.958, -4.033], [-1.127, 0.793, -4.781], [-2.348, 0.361, -4.251], [-3.012, -0.531, -4.711], [-0.209, -2.776, 2.057], [0.822, -2.798, 0.599], [0.045, -4.274, 1.179], [-2.177, -3.413, 0.679], [-1.190, -3.394, -0.777], [-2.234, -1.049, 0.818], [-2.313, -1.386, -0.898], [0.294, -1.075, -0.890], [-0.792, 0.289, -0.937], [0.335, -0.682, 1.713], [-0.558, 0.776, 1.382], [1.738, 1.377, 1.636], [2.301, 0.081, 0.589], [2.538, 2.093, -0.667], [1.124, 1.301, -1.357], [1.299, 3.847, 0.223], [-0.079, 2.796, 0.562], [0.677, 3.492, -2.292], [-0.241, 4.649, -1.332], [-4.506, 3.933, 1.136], [-4.412, 2.314, -0.487], [-4.656, -0.424, -3.018], [-5.664, 1.032, -2.949], [-4.330, -1.802, -0.990], [-5.258, -2.530, 1.169], [-7.003, -1.161, 2.305], [-7.806, 0.912, 1.238], [-6.881, 1.632, -0.932], [-0.627, 0.224, -5.447], [2.014, 5.954, -1.168], [2.593, 5.697, -2.181], [2.416, 6.320, -3.552], [3.065, 5.293, -4.478], [4.105, 4.661, -3.561], [3.534, 4.725, -2.243], [2.940, 7.278, -3.557], [1.362, 6.491, -3.752], [3.498, 5.714, -5.383], [2.329, 4.542, -4.769], [5.045, 5.219, -3.554], [4.313, 3.619, -3.790], [-0.437, -3.990, 4.422], [0.492, -4.736, 4.318], [0.469, -6.213, 3.968], [1.872, -6.681, 4.363], [2.679, -5.402, 4.173], [1.770, -4.330, 4.481], [0.299, -6.299, 2.893], [-0.336, -6.713, 4.498], [2.251, -7.510, 3.769], [1.884, -6.980, 5.412], [3.029, -5.273, 3.149], [3.531, -5.324, 4.844], [6.454, -4.413, 1.239], [5.939, -3.486, 1.788], [6.352, -2.026, 1.764], [5.588, -1.432, 2.946], [4.366, -2.341, 3.016], [4.829, -3.626, 2.555], [6.032, -1.603, 0.810], [7.432, -1.941, 1.844], [5.326, -0.383, 2.830], [6.178, -1.536, 3.858], [3.563, -2.010, 2.355], [3.966, -2.464, 4.019]],
  "mulliken_charge": [-0.988, -0.873, -0.237, 1.480, 0.308, -1.237, -0.561, -0.119, -1.470, 0.742, 0.609, 0.210, -0.502, -0.255, -0.120, 0.197, -1.109, 0.194, -0.095, -0.682, -0.501, -0.650, -0.340, 0.123, -0.068, -0.023, -0.577, -0.096, 0.093, -0.616, 0.173, 0.272, 0.463, 0.368, 0.381, 0.436, -0.347, 0.364, -1.538, 0.223, -0.232, 0.329, 0.301, 0.443, 0.142, 0.604, -0.164, 0.194, 0.648, 0.296, 0.242, 0.553, 0.510, 0.464, 0.402, 0.405, 0.399, 0.424, 0.303, -0.592, 0.692, -0.530, -0.394, -0.500, -0.359, 0.322, 0.275, 0.374, 0.144, 0.313, 0.322, -0.618, 0.565, -0.394, -0.572, -0.316, -0.325, 0.189, 0.359, 0.343, 0.272, 0.229, 0.327, -0.595, 0.425, -0.406, -0.580, 0.011, -0.302, 0.242, 0.306, 0.347, 0.282, -0.098, 0.353],
  "smiles": "CCCCCCCCCc1c(P(O)Cl)cc(Cc2ccccc2)c2c1C(=O)NC2=O.O=C1CCCO1.O=C1CCCO1.O=C1CCCO1",
  "e_lumo_ev": -0.662,
  "homo_lumo_gap_ev": 8.54,
  "homo_ev": -9.20,
  "energy_ha": -2933.60774,
  "fmax_ev_per_a": 0.524
}


[8]
{
  "formula": "C3H4N2O2S",
  "method": "wB97M-V/def2-TZVPD",
  "symbols": ["C", "N", "O", "C", "S", "O", "N", "C", "H", "H", "H", "H"],
  "positions_angstrom": [[-2.691, -1.037, -0.123], [-2.206, 0.128, 0.191], [-0.778, 0.221, 0.407], [-0.101, 1.346, 0.178], [-0.565, 2.875, -0.055], [1.224, 1.012, -0.041], [1.574, -0.286, -0.171], [2.825, -0.344, 0.110], [-3.835, -1.137, -0.336], [-2.173, -1.908, -0.424], [3.488, 0.527, 0.418], [3.238, -1.398, -0.155]],
  "mulliken_charge": [-0.181, -0.403, -0.075, 0.494, -0.288, -0.031, -0.378, -0.233, 0.243, 0.311, 0.284, 0.258],
  "smiles": "C=NOC(=S)ON=C",
  "e_lumo_ev": 0.234,
  "homo_lumo_gap_ev": 9.21,
  "homo_ev": -8.97,
  "energy_ha": -774.70272,
  "relative_energy_kj_mol": 588.3,
  "fmax_ev_per_a": 3.286
}